Density functional theory data (ωB97M-V/def2-TZVPD) for a 6-piece molecular cluster, C29H72N4O2 overall at a distorted geometry.

Values from the calculation:
**Lowest unoccupied orbital energy**: 0.454 eV
**SMILES**: CCN(CC)CC.CCN(CC)CC.CCN(CC)CC.CCN(CC)CC.C1CCOC1.CO
**Frontier orbital gap**: 8.701 eV
**E_tot**: -41290.8705 eV
**Max |F|**: 0.0476 hartree/bohr
**Energy relative to the best compared isomer or geometry (same formula, charge and spin)**: 215.2 kJ/mol

XYZ file:
```
107
Properties=species:S:1:pos:R:3:forces:R:3
C 0.877 6.495 -5.353 -0.1 0.5 0.1
C 1.471 6.336 -6.771 -1.3 0.6 1.0
N 2.716 5.647 -6.716 0.9 -1.4 0.2
C 3.512 5.917 -7.895 0.2 -0.1 -0.8
C 4.328 7.193 -7.871 0.8 0.9 0.7
C 2.431 4.188 -6.539 1.0 0.0 0.1
C 3.596 3.277 -6.101 0.7 0.6 1.3
H 1.658 6.660 -4.610 0.2 0.1 -0.2
H 0.297 5.656 -4.967 0.1 -0.3 -0.4
H 0.195 7.343 -5.301 0.0 0.1 -0.1
H 0.712 5.852 -7.387 -0.1 -0.7 -0.3
H 1.549 7.287 -7.298 0.5 0.3 0.5
H 4.203 5.091 -8.065 -0.1 -0.1 0.0
H 2.854 5.966 -8.762 -0.2 -0.2 -0.4
H 5.282 7.052 -7.363 -0.1 -0.2 0.3
H 4.635 7.621 -8.825 -0.4 -0.5 -0.4
H 3.852 8.033 -7.365 -0.3 -0.2 0.2
H 2.034 3.779 -7.468 -0.5 0.0 -0.2
H 1.720 4.123 -5.714 -0.3 -0.1 -0.4
H 3.830 3.505 -5.061 0.0 0.3 0.2
H 4.577 3.382 -6.566 -0.3 0.2 -0.7
H 3.387 2.210 -6.029 -0.5 0.0 -0.6
C -0.034 -7.606 8.436 1.1 -0.7 -1.3
C 0.343 -7.293 6.930 -0.3 -0.5 2.1
N -0.618 -6.365 6.326 1.4 -0.5 0.5
C -0.360 -5.016 6.940 -1.0 -0.5 -1.4
C -1.554 -4.085 6.775 -0.3 -0.1 0.1
C -0.454 -6.410 4.876 0.0 0.4 -1.1
C -1.747 -6.640 4.113 -0.9 0.5 -0.2
H 0.366 -6.816 9.073 -0.7 0.1 0.2
H 0.544 -8.479 8.737 0.2 -0.2 0.0
H -1.071 -7.912 8.578 -0.1 0.7 0.0
H 1.369 -6.929 6.986 0.3 0.8 -0.1
H 0.538 -8.213 6.380 -1.0 -0.1 -0.2
H -0.179 -5.121 8.010 0.2 -0.2 -0.2
H 0.502 -4.594 6.424 0.4 0.2 0.3
H -1.366 -3.160 7.319 -0.1 0.1 0.0
H -1.830 -3.828 5.752 0.4 0.0 -0.2
H -2.450 -4.569 7.165 0.0 0.0 0.3
H 0.217 -7.184 4.502 0.3 -0.3 0.7
H 0.038 -5.514 4.497 -0.1 0.5 0.1
H -1.832 -6.094 3.173 0.4 0.2 -0.1
H -2.576 -6.271 4.717 -0.1 -0.3 0.0
H -1.926 -7.673 3.814 0.0 -0.2 0.5
C -6.693 1.096 3.730 -0.8 0.7 0.1
C -6.460 -0.037 2.769 -0.1 -0.8 -0.6
N -7.360 -0.041 1.603 -0.8 0.9 -0.3
C -7.715 -1.397 1.201 -1.0 -0.7 0.8
C -8.987 -1.484 0.270 1.6 0.8 0.2
C -6.925 0.874 0.521 1.9 0.1 -0.5
C -5.871 0.254 -0.404 0.4 -1.0 -0.4
H -7.759 1.213 3.927 -0.2 -0.4 0.0
H -6.452 2.078 3.323 0.6 0.0 0.0
H -6.243 0.947 4.711 0.4 0.0 -0.2
H -5.424 -0.157 2.452 0.5 0.5 -0.1
H -6.602 -0.990 3.278 -0.4 0.1 0.2
H -6.815 -1.964 0.966 0.1 -0.1 -1.4
H -7.952 -1.958 2.105 -0.4 0.4 0.4
H -8.961 -2.313 -0.439 0.2 0.1 0.0
H -9.940 -1.514 0.796 0.3 0.0 0.3
H -8.936 -0.523 -0.241 -0.4 -0.2 -0.6
H -6.433 1.755 0.934 -0.1 -0.1 0.7
H -7.582 1.373 -0.191 -1.4 -0.6 0.6
H -5.109 -0.280 0.164 0.1 0.0 0.1
H -5.350 0.905 -1.106 -0.1 0.6 0.4
H -6.294 -0.479 -1.091 -0.3 -0.3 0.2
C 4.790 4.653 1.861 -0.5 1.2 1.2
C 3.737 4.519 3.022 -0.4 -1.1 -1.0
N 3.880 3.386 3.937 -0.3 -1.0 -0.1
C 5.223 3.240 4.502 0.1 0.6 -1.3
C 5.610 4.441 5.296 0.3 0.2 1.7
C 3.364 2.081 3.436 -0.6 0.3 0.8
C 1.813 2.100 3.188 1.2 0.4 0.6
H 5.187 3.738 1.422 -0.3 -0.1 0.2
H 5.617 5.267 2.216 0.3 -0.1 -0.1
H 4.279 5.250 1.105 0.2 -0.1 -0.3
H 3.505 5.421 3.588 1.0 0.3 0.0
H 2.786 4.416 2.499 -0.2 -0.5 0.1
H 5.974 3.175 3.715 0.2 -0.5 -0.5
H 5.319 2.334 5.100 -0.3 0.0 0.1
H 4.879 4.513 6.101 -0.1 0.6 0.0
H 5.776 5.392 4.789 -0.5 -0.2 -0.3
H 6.555 4.264 5.810 0.2 -0.2 0.0
H 3.961 1.623 2.648 -0.1 0.4 -0.8
H 3.567 1.383 4.248 -0.3 0.0 0.3
H 1.360 1.109 3.168 0.3 -0.1 -0.3
H 1.392 2.584 4.070 -0.1 0.2 0.0
H 1.525 2.689 2.318 0.0 -0.2 -0.1
C 0.525 -4.138 -2.295 -0.5 -0.9 -0.5
C -0.167 -2.809 -2.176 -1.4 0.5 2.0
C -0.360 -2.190 -3.581 0.9 -1.1 1.6
O 0.386 -3.104 -4.366 0.7 -0.7 -1.2
C 1.255 -3.925 -3.544 1.5 0.7 -1.3
H -0.194 -4.922 -2.530 -0.2 -0.1 0.4
H 1.152 -4.469 -1.468 -0.1 0.3 0.1
H 0.385 -2.194 -1.465 0.0 0.4 -0.2
H -1.122 -3.047 -1.707 -0.2 0.6 0.1
H 0.030 -1.173 -3.627 0.3 0.0 -0.1
H -1.415 -2.139 -3.852 0.1 -0.4 -0.4
H 2.221 -3.453 -3.364 0.0 1.0 0.2
H 1.639 -4.817 -4.039 -1.0 -0.2 -0.6
C 2.324 -3.324 -9.929 1.2 0.0 0.3
O 3.552 -3.538 -10.653 -0.7 -0.2 -0.4
H 2.081 -4.259 -9.423 0.1 0.1 0.1
H 2.610 -2.551 -9.216 -0.9 0.0 0.4
H 1.457 -3.031 -10.520 0.2 0.1 -0.3
H 3.771 -2.696 -11.059 0.1 0.0 -0.1
```
Forces are in eV/Å.



Density functional theory data (ωB97M-V/def2-TZVPD) for an isolated molecule of C5H9F at a distorted geometry.

Values from the calculation:
**Lowest unoccupied orbital energy**: 1.044 eV
**SMILES**: C[C@H]1C[C@@]1(C)F
**Frontier orbital gap**: 10.693 eV
**E_tot**: -8046.3727 eV
**Max |F|**: 0.1055 hartree/bohr
**Energy relative to the best compared isomer or geometry (same formula, charge and spin)**: 161.1 kJ/mol

XYZ file:
```
15
Properties=species:S:1:pos:R:3:forces:R:3
C 1.895 0.289 -0.124 1.0 -3.3 4.2
C 0.506 0.090 0.429 0.1 -0.1 -3.2
C -0.593 1.094 0.376 2.8 2.0 -2.0
C -0.576 0.047 -0.616 0.2 -2.4 -0.8
C -1.626 -1.030 -0.575 -1.2 -1.3 2.3
F -0.138 0.254 -1.938 -0.5 0.3 0.9
H 1.941 0.641 -1.046 -0.2 1.8 -4.0
H 2.608 -0.634 -0.139 -1.8 1.1 0.2
H 2.372 0.926 0.557 1.1 1.3 0.7
H 0.300 -0.613 1.121 0.2 -2.4 2.4
H -1.301 0.979 1.086 -2.2 0.3 2.2
H -0.171 2.049 0.108 -0.7 0.5 -0.1
H -1.381 -2.114 -0.676 0.6 1.0 -0.8
H -2.448 -0.744 -1.181 -0.7 0.0 -1.2
H -2.189 -1.155 0.421 1.2 0.9 -0.8
```
Forces are in eV/Å.



Density functional theory data (ωB97M-V/def2-TZVPD) for an isolated molecule of C4H8O2.

Values from the calculation:
**Lowest unoccupied orbital energy**: 1.102 eV
**SMILES**: C[C@H]1COCO1
**Frontier orbital gap**: 10.991 eV
**E_tot**: -8371.9375 eV
**Max |F|**: 0.0081 hartree/bohr
**Energy relative to the best compared isomer or geometry (same formula, charge and spin)**: 129.7 kJ/mol

XYZ file:
```
14
Properties=species:S:1:pos:R:3:forces:R:3
C 0.339 1.302 -1.249 0.0 0.0 0.0
C 0.155 0.470 0.004 -0.2 0.2 0.0
C -1.159 -0.317 0.108 -0.1 0.3 -0.2
O -0.823 -1.437 0.915 0.0 -0.1 0.0
C 0.577 -1.377 1.108 0.3 -0.2 0.3
O 1.099 -0.594 0.076 0.0 0.0 0.0
H 0.009 2.330 -1.073 0.0 -0.2 -0.1
H 1.396 1.330 -1.528 -0.1 0.0 0.1
H -0.230 0.896 -2.092 0.1 0.0 0.1
H 0.292 1.098 0.901 -0.1 -0.1 -0.1
H -1.983 0.241 0.565 0.2 0.0 0.0
H -1.466 -0.661 -0.889 0.0 0.0 0.1
H 0.787 -0.903 2.084 0.0 -0.1 -0.1
H 1.009 -2.379 1.070 -0.1 0.1 -0.1
```
Forces are in eV/Å.



Density functional theory data (ωB97M-V/def2-TZVPD) for C5H8O2S as an isolated structure at a distorted geometry.

Values from the calculation:
**Lowest unoccupied orbital energy**: 0.482 eV
**Frontier orbital gap**: 9.148 eV
**E_tot**: -20238.7409 eV
**Max |F|**: 0.1329 hartree/bohr
**Energy relative to the best compared isomer or geometry (same formula, charge and spin)**: 597.0 kJ/mol

XYZ file:
```
16
Properties=species:S:1:pos:R:3:forces:R:3
C -0.660 0.962 -0.850 -0.1 -0.8 1.2
C -1.368 0.501 0.396 -2.9 2.3 2.7
C -0.392 -0.324 -0.150 3.9 -2.1 0.0
C 0.892 -0.629 0.639 0.0 1.3 0.9
C 2.208 -0.502 0.336 2.9 -1.8 -1.5
H 1.344 1.408 -0.416 -4.9 2.5 -1.1
H -0.994 0.902 -1.825 -1.5 -0.4 -1.7
H -0.908 0.915 1.293 -0.6 0.9 0.0
H -3.438 0.922 0.674 3.7 -4.0 -0.4
H 0.260 -2.050 -1.371 -1.7 -0.3 0.7
H 0.622 -0.906 1.710 0.6 0.0 -1.5
H 2.907 -0.278 -0.719 -3.0 -0.3 2.8
H 2.973 -1.065 1.022 -1.6 1.6 -0.8
O 0.210 1.962 -0.690 6.6 -0.6 1.6
O -2.703 0.032 0.605 -2.4 4.0 -0.2
S -0.953 -1.849 -0.651 0.9 -2.4 -2.6
```
Forces are in eV/Å.



Density functional theory data (ωB97M-V/def2-TZVPD) for an isolated ion of composition C5H6N and charge +1 at a distorted geometry.

Values from the calculation:
**Lowest unoccupied orbital energy**: -5.402 eV
**SMILES**: C#[N+]/C=C\C=C
**Frontier orbital gap**: 9.076 eV
**E_tot**: -6761.5197 eV
**Charge**: +1
**Max |F|**: 0.1058 hartree/bohr
**Energy relative to the best compared isomer or geometry (same formula, charge and spin)**: 352.9 kJ/mol

XYZ file:
```
12
Properties=species:S:1:pos:R:3:forces:R:3
C 0.218 0.446 -2.123 -0.7 -0.2 -0.2
N -0.088 -0.584 -1.697 1.2 3.4 -4.1
C -0.231 -1.502 -0.785 -0.3 -2.6 2.5
C 0.008 -0.921 0.405 -1.1 -0.7 0.9
C 0.370 0.468 0.654 2.2 -1.3 -3.3
C -0.140 1.085 1.657 0.1 2.4 1.7
H 0.328 1.491 -2.466 -0.1 -1.1 0.1
H -0.560 -2.557 -0.943 0.4 1.3 -0.2
H -0.285 -1.540 1.244 0.4 0.1 0.4
H 1.077 0.964 -0.078 -0.5 -0.6 1.2
H -0.887 0.563 2.169 -0.9 -0.3 1.4
H 0.190 2.086 1.963 -0.5 -0.4 -0.2
```
Forces are in eV/Å.



Density functional theory data (ωB97M-V/def2-TZVPD) for an isolated molecule of C2H3N3S.

Values from the calculation:
**Lowest unoccupied orbital energy**: 0.412 eV
**SMILES**: S=c1nc[nH][nH]1
**Frontier orbital gap**: 8.751 eV
**E_tot**: -17427.1763 eV
**Max |F|**: 0.0151 hartree/bohr
**Energy relative to the best compared isomer or geometry (same formula, charge and spin)**: 59.9 kJ/mol

XYZ file:
```
9
Properties=species:S:1:pos:R:3:forces:R:3
S -0.134 -2.762 0.504 0.0 0.2 0.0
C -0.162 -1.173 0.094 0.1 -0.1 -0.1
N -0.516 -0.600 -1.136 0.0 0.0 0.2
C -0.254 0.655 -1.025 0.1 0.3 0.0
N 0.322 1.015 0.166 -0.3 0.7 0.0
N 0.221 -0.141 0.927 -0.5 -0.1 -0.3
H -0.438 1.405 -1.791 0.0 -0.2 0.2
H 0.053 1.894 0.630 0.2 -0.7 -0.4
H 0.909 -0.293 1.631 0.4 -0.1 0.4
```
Forces are in eV/Å.